Formula: C7H7NO11P2Ti
Source: the Open Molecules 2025 dataset
Level of theory: ωB97M-V/def2-TZVPD

Positions of all 29 atoms, in Å:
1 Ti 0.945 -0.108 -0.346
2 O 0.665 3.897 0.657
3 C 0.395 2.618 0.354
4 O 1.340 1.840 -0.015
5 C -0.923 2.096 0.436
6 C -2.151 2.692 0.803
7 C -3.249 1.927 0.751
8 C -3.182 0.557 0.307
9 C -1.983 0.074 -0.036
10 N -0.899 0.789 0.043
11 C -1.616 -1.237 -0.698
12 O -2.456 -2.176 -0.976
13 O -0.510 -1.377 -1.059
14 H 1.612 4.028 0.548
15 H -2.187 3.726 1.115
16 H -4.202 2.352 1.032
17 H -4.074 -0.050 0.240
18 H -3.332 -1.984 -0.609
19 O 1.870 -0.681 -2.293
20 P 3.065 -1.392 -1.352
21 O 4.145 -2.016 -2.096
22 O 3.103 -0.251 -0.359
23 O 2.086 -2.439 -0.565
24 P 1.646 -2.538 1.026
25 O 3.020 -2.567 1.829
26 O 0.795 -3.698 1.265
27 O 1.050 -1.136 1.275
28 H 1.523 -1.211 -3.015
29 H 3.508 -1.735 1.738

Summary:
Multiplicity: 3
Gap between HOMO and LUMO (alpha / beta), hartree: 0.2355 / 0.3315
Max |F|, eV Å⁻¹: 4.34

Formula: C12H18Cl2N2W
Source: the Open Molecules 2025 dataset
Level of theory: ωB97M-V/def2-TZVPD

Positions of all 35 atoms, in Å:
1 W 0.026 0.056 1.868
2 Cl 0.574 -1.485 3.451
3 Cl -0.699 1.725 3.224
4 C -1.747 -0.778 0.566
5 H -2.570 -1.245 -0.090
6 H -2.439 -0.332 1.370
7 C 0.823 -0.947 0.188
8 C -0.785 -1.288 -0.261
9 H 1.208 -0.391 -0.674
10 C -1.010 -2.845 -0.579
11 H -1.053 -0.712 -1.144
12 C -0.392 -3.671 0.468
13 H -2.105 -3.062 -0.663
14 H -0.570 -2.932 -1.596
15 C 1.127 -3.592 0.406
16 H -0.765 -3.401 1.452
17 H -0.692 -4.692 0.260
18 C 1.741 -2.207 0.438
19 H 1.525 -4.165 1.236
20 H 1.465 -4.095 -0.502
21 H 2.367 -2.087 1.364
22 H 2.494 -2.134 -0.384
23 N 0.191 5.260 -1.704
24 C 0.138 4.035 -1.140
25 C -1.046 3.271 -1.149
26 C -1.071 2.035 -0.457
27 N -0.024 1.628 0.332
28 C 1.166 2.260 0.152
29 C 1.285 3.481 -0.505
30 H -0.617 5.688 -2.147
31 H 1.049 5.812 -1.678
32 H -1.943 3.616 -1.663
33 H -1.937 1.395 -0.514
34 H 2.050 1.783 0.593
35 H 2.235 4.018 -0.518

Summary:
Multiplicity: 3
Gap between HOMO and LUMO (alpha / beta), hartree: 0.2435 / 0.2493
Max |F|, eV Å⁻¹: 8.00

Formula: C10H12N2P
Source: the Open Molecules 2025 dataset
Level of theory: ωB97M-V/def2-TZVPD

Positions of all 25 atoms, in Å:
1 C 2.065 2.320 -0.065
2 C 3.230 1.764 0.470
3 C 0.987 1.500 -0.433
4 C 3.357 0.383 0.382
5 C 1.054 0.091 -0.340
6 C 2.344 -0.558 -0.084
7 C -0.649 -1.691 -0.059
8 C -1.988 -1.758 0.065
9 C -1.430 0.217 -0.795
10 C -3.468 0.148 0.823
11 N -0.259 -0.486 -0.568
12 N -2.591 -0.516 -0.297
13 P 3.208 -2.226 -0.119
14 H 2.310 3.269 -0.407
15 H 3.864 2.496 0.847
16 H 0.058 1.913 -0.830
17 H 4.329 -0.075 0.685
18 H 0.100 -2.337 0.300
19 H -2.720 -2.585 0.298
20 H -1.665 0.835 -1.651
21 H -3.391 -0.487 1.727
22 H -2.907 1.020 1.161
23 H -4.444 0.145 0.342
24 H -3.354 -0.683 -1.061
25 H 1.962 -2.699 -0.390

Summary:
Gap between HOMO and LUMO (alpha / beta), hartree: 0.2281 / 0.2625
Max |F|, eV Å⁻¹: 3.14
Charge: +1

Formula: C28H30N2O8S
Source: the Open Molecules 2025 dataset
Level of theory: ωB97M-V/def2-TZVPD

Positions of all 69 atoms, in Å:
1 C 5.145 -0.154 -0.295
2 C 4.311 0.179 -1.544
3 C 4.961 -0.172 -2.894
4 C 3.073 0.716 -1.472
5 C 2.782 1.755 -0.377
6 C 1.997 3.002 -0.851
7 C 0.494 2.766 -1.212
8 C 0.377 2.442 -2.730
9 C -0.243 1.773 -0.274
10 C -1.640 1.260 -0.804
11 C -1.524 -0.255 -1.058
12 C -0.944 -0.781 -2.164
13 C -0.802 -2.215 -2.371
14 C -1.269 -3.066 -1.423
15 C -1.921 -2.565 -0.260
16 N -2.460 -3.273 0.743
17 S -3.054 -2.204 1.802
18 N -2.667 -0.781 1.095
19 C -2.068 -1.130 -0.039
20 H 5.302 0.735 0.334
21 H 4.691 -0.991 0.258
22 H 6.138 -0.504 -0.625
23 H 6.043 0.028 -2.802
24 H 4.532 0.405 -3.720
25 H 4.887 -1.265 -3.067
26 H 2.334 0.337 -2.185
27 H 2.299 1.280 0.501
28 H 3.759 2.112 -0.011
29 H 2.517 3.421 -1.728
30 H 2.010 3.722 0.002
31 H -0.010 3.745 -1.085
32 H -0.648 2.495 -3.126
33 H 0.844 1.493 -3.023
34 H 0.944 3.233 -3.258
35 H 0.341 0.884 -0.001
36 H -0.460 2.324 0.662
37 H -2.001 1.797 -1.688
38 H -2.354 1.378 0.026
39 H -0.571 -0.096 -2.927
40 H -0.304 -2.567 -3.274
41 H -1.126 -4.136 -1.602
42 C 3.145 3.303 3.919
43 C 3.203 3.496 5.243
44 C 3.268 4.873 5.834
45 O 3.300 4.991 7.044
46 C 3.294 6.011 4.923
47 C 3.240 5.816 3.600
48 C 3.148 4.441 3.011
49 O 3.083 4.323 1.801
50 O 3.265 6.831 2.732
51 O 3.204 2.481 6.108
52 H 3.095 2.315 3.481
53 H 3.359 6.998 5.359
54 H 3.212 6.424 1.847
55 H 3.250 2.888 6.994
56 C -5.067 -5.232 -0.744
57 C -5.445 -6.205 0.095
58 C -6.747 -6.928 -0.076
59 O -7.032 -7.817 0.705
60 C -7.617 -6.526 -1.174
61 C -7.240 -5.552 -2.011
62 C -5.926 -4.847 -1.855
63 O -5.627 -3.981 -2.657
64 O -8.009 -5.153 -3.027
65 O -4.688 -6.586 1.127
66 H -4.129 -4.704 -0.631
67 H -8.561 -7.043 -1.277
68 H -7.508 -4.443 -3.473
69 H -5.185 -7.300 1.569

Summary:
Gap between HOMO and LUMO, hartree: 0.2379
Max |F|, eV Å⁻¹: 1.93